1.
Below is a molecular structure, C32H33IrN4O2, with properties calculated with ωB97M-V with the def2-TZVPD basis set.

Properties
**Multiplicity**: 5
**Kohn-Sham gap (alpha / beta)**: 7.10 / 5.82 eV
**Total energy**: -1712.93163 hartree

Atoms and positions in Å:
Ir (0.013, 0.434, -0.125)
C (1.410, 0.366, 4.348)
C (2.197, -0.394, 3.311)
C (2.962, -1.484, 3.725)
C (3.754, -2.193, 2.843)
C (3.803, -1.807, 1.512)
C (3.046, -0.737, 1.056)
C (3.134, -0.332, -0.393)
C (2.228, -0.041, 1.956)
N (1.366, 0.963, 1.411)
C (1.363, 2.239, 1.879)
O (2.045, 2.730, 2.763)
C (0.427, 3.132, 1.086)
C (-0.003, 4.408, 1.391)
C (-0.834, 5.044, 0.468)
C (-1.181, 4.430, -0.737)
C (-0.688, 3.162, -0.965)
N (0.060, 2.583, -0.050)
C (-0.862, 2.313, -2.211)
O (-1.548, 2.752, -3.119)
N (-0.175, 1.133, -2.151)
C (0.037, 0.419, -3.372)
C (-0.168, -0.969, -3.480)
C (-0.479, -1.885, -2.322)
C (-0.067, -1.572, -4.731)
C (0.280, -0.849, -5.858)
C (0.600, 0.488, -5.717)
C (0.510, 1.130, -4.487)
C (0.984, 2.556, -4.388)
H (1.274, -0.246, 5.239)
H (0.428, 0.673, 3.991)
H (1.935, 1.281, 4.620)
H (2.930, -1.771, 4.770)
H (4.333, -3.041, 3.188)
H (4.436, -2.341, 0.813)
H (3.828, -0.977, -0.930)
H (3.460, 0.704, -0.503)
H (2.173, -0.404, -0.924)
H (0.313, 4.868, 2.317)
H (-1.207, 6.037, 0.685)
H (-1.798, 4.903, -1.488)
H (-1.529, -1.872, -2.024)
H (0.122, -1.668, -1.431)
H (-0.210, -2.910, -2.580)
H (-0.250, -2.638, -4.809)
H (0.340, -1.332, -6.825)
H (0.940, 1.058, -6.574)
H (1.731, 2.748, -5.157)
H (1.440, 2.752, -3.414)
H (0.166, 3.266, -4.512)
C (-0.174, -2.934, 1.311)
N (-0.813, -2.532, 2.539)
C (-1.720, -3.530, 3.063)
C (-1.323, -1.173, 2.570)
C (-2.316, -0.800, 1.486)
C (-3.651, -1.164, 1.653)
C (-4.610, -0.860, 0.698)
C (-4.249, -0.163, -0.449)
C (-2.929, 0.218, -0.633)
C (-1.948, -0.091, 0.328)
H (0.367, -3.869, 1.470)
H (0.568, -2.188, 1.022)
H (-0.870, -3.074, 0.465)
H (-1.187, -4.476, 3.172)
H (-2.599, -3.719, 2.423)
H (-2.076, -3.227, 4.049)
H (-0.483, -0.481, 2.529)
H (-1.814, -1.042, 3.537)
H (-3.941, -1.695, 2.554)
H (-5.639, -1.161, 0.850)
H (-4.989, 0.088, -1.198)
H (-2.673, 0.762, -1.532)

Results of the Mulliken charge analysis, in e, for atoms 1 through 5:
1 Ir 0.59
2 C -1.80
3 C 1.54
4 C -1.01
5 C -1.06

2.
Below is C32H33N3O7 in the gas phase at a distorted geometry, with properties calculated with ωB97M-V with the def2-TZVPD basis set.

Properties
**Kohn-Sham gap**: 8.10 eV
**Total energy**: -1930.18076 hartree

Atoms and positions in Å:
C (-1.794, -1.119, 7.911)
H (-1.103, -0.349, 8.267)
O (-1.611, -1.380, 6.538)
C (-1.807, -0.381, 5.653)
C (-1.633, -0.722, 4.300)
C (-1.789, 0.224, 3.324)
C (-2.133, 1.549, 3.635)
C (-2.366, 1.875, 4.994)
C (-2.175, 0.912, 5.985)
H (-2.346, 1.220, 7.003)
O (-2.752, 3.089, 5.381)
H (-2.893, 3.637, 4.568)
C (-2.286, 2.582, 2.622)
O (-2.818, 3.668, 2.866)
C (-1.756, 2.365, 1.257)
C (-0.578, 1.813, 0.980)
C (0.082, 1.893, -0.349)
O (1.209, 2.361, -0.440)
N (-0.611, 1.484, -1.437)
C (-1.759, 0.597, -1.385)
C (-1.607, -0.563, -0.433)
C (-2.741, -1.150, 0.109)
C (-2.671, -2.252, 0.958)
C (-1.420, -2.739, 1.248)
C (-0.274, -2.157, 0.704)
C (-0.341, -1.078, -0.140)
H (0.555, -0.652, -0.558)
O (0.833, -2.824, 1.151)
C (0.351, -3.849, 1.995)
O (-1.057, -3.782, 2.056)
H (0.658, -4.828, 1.595)
H (0.771, -3.721, 3.005)
H (-3.556, -2.699, 1.376)
H (-3.711, -0.743, -0.132)
H (-2.669, 1.154, -1.141)
H (-1.885, 0.190, -2.395)
C (0.022, 1.668, -2.741)
C (-0.983, 2.111, -3.774)
C (-0.937, 1.691, -5.097)
C (-1.889, 2.181, -5.981)
N (-2.835, 3.036, -5.641)
C (-2.868, 3.450, -4.385)
C (-1.973, 3.024, -3.419)
H (-2.033, 3.405, -2.411)
H (-3.650, 4.159, -4.146)
H (-1.890, 1.871, -7.017)
H (-0.194, 0.988, -5.433)
C (0.786, 0.367, -3.069)
O (0.310, -0.541, -3.719)
N (1.996, 0.334, -2.489)
H (2.289, 1.113, -1.912)
C (2.927, -0.769, -2.642)
C (3.441, -1.242, -1.282)
C (4.438, -2.384, -1.459)
C (5.603, -1.955, -2.345)
C (5.089, -1.487, -3.703)
C (4.099, -0.339, -3.530)
H (3.719, -0.020, -4.502)
H (4.603, 0.512, -3.066)
H (5.923, -1.162, -4.328)
H (4.593, -2.318, -4.209)
H (6.296, -2.788, -2.476)
H (6.147, -1.140, -1.862)
H (4.807, -2.700, -0.482)
H (3.930, -3.235, -1.916)
H (2.611, -1.580, -0.659)
H (3.927, -0.404, -0.775)
H (2.370, -1.574, -3.134)
H (0.755, 2.476, -2.613)
H (0.063, 1.442, 1.768)
H (-2.335, 2.856, 0.485)
H (-1.679, -0.059, 2.291)
H (-1.389, -1.743, 4.058)
H (-1.584, -2.058, 8.420)
H (-2.822, -0.811, 8.124)

Results of the Mulliken charge analysis, in e, for atoms 1 through 5:
1 C -0.92
2 H 0.36
3 O -0.41
4 C 0.97
5 C -1.04

3.
Below is a molecular structure, C32H34BCeN6O4Si at a distorted geometry, with properties calculated with ωB97M-V with the def2-TZVPD basis set.

Properties
**Net charge**: +1
**Kohn-Sham gap**: 6.07 eV
**Total energy**: -2658.80424 hartree

Atoms and positions in Å:
Ce (0.168, -0.726, 0.224)
B (-1.585, -3.497, 2.148)
N (-0.602, -2.530, 2.888)
C (-0.313, -2.668, 4.180)
C (0.194, -1.472, 4.674)
C (0.188, -0.624, 3.583)
N (-0.296, -1.265, 2.500)
N (-1.194, -3.787, 0.667)
C (-1.596, -4.850, -0.025)
C (-1.346, -4.641, -1.378)
C (-0.768, -3.387, -1.428)
N (-0.684, -2.876, -0.182)
H (-2.660, -2.958, 2.135)
H (-1.583, -4.534, 2.741)
H (-0.505, -3.598, 4.688)
H (0.515, -1.258, 5.677)
H (0.486, 0.413, 3.528)
H (-2.057, -5.691, 0.466)
H (-1.565, -5.307, -2.193)
H (-0.423, -2.824, -2.283)
O (-1.314, 0.197, -1.005)
Si (-1.984, 1.552, -0.457)
C (-3.480, 1.080, 0.587)
C (-4.607, 1.868, 0.814)
C (-5.664, 1.400, 1.580)
C (-5.612, 0.130, 2.136)
C (-4.492, -0.665, 1.937)
C (-3.443, -0.192, 1.168)
C (-2.213, 2.761, -1.864)
C (-1.659, 2.436, -3.106)
C (-1.810, 3.276, -4.197)
C (-2.527, 4.458, -4.068)
C (-3.074, 4.801, -2.839)
C (-2.914, 3.962, -1.748)
C (-0.793, 2.304, 0.869)
C (-1.273, 3.136, 1.881)
C (-0.422, 3.706, 2.815)
C (0.938, 3.410, 2.799)
C (1.446, 2.580, 1.817)
C (0.590, 2.049, 0.850)
H (-4.668, 2.860, 0.379)
H (-6.532, 2.027, 1.737)
H (-6.443, -0.244, 2.719)
H (-4.438, -1.652, 2.377)
H (-2.574, -0.831, 0.996)
H (-1.111, 1.505, -3.208)
H (-1.367, 3.011, -5.149)
H (-2.660, 5.106, -4.923)
H (-3.624, 5.727, -2.733)
H (-3.334, 4.254, -0.791)
H (-2.334, 3.349, 1.936)
H (-0.814, 4.386, 3.560)
H (1.599, 3.843, 3.538)
H (2.508, 2.368, 1.788)
H (1.040, 1.595, -0.041)
C (4.715, 0.851, 0.192)
C (4.558, 0.655, -1.317)
C (3.966, -0.720, -1.728)
C (3.782, -0.776, -3.259)
C (3.154, -2.091, -3.727)
C (4.950, -1.805, -1.316)
O (6.046, -1.894, -1.807)
N (4.518, -2.683, -0.347)
C (3.341, -2.606, 0.394)
O (3.155, -3.335, 1.332)
N (2.407, -1.670, -0.018)
C (2.627, -0.866, -1.055)
O (1.660, -0.143, -1.447)
H (5.091, 1.850, 0.403)
H (5.421, 0.132, 0.612)
H (3.762, 0.731, 0.714)
H (5.535, 0.722, -1.795)
H (3.920, 1.435, -1.734)
H (4.769, -0.656, -3.703)
H (3.158, 0.065, -3.561)
H (3.805, -2.937, -3.499)
H (2.988, -2.073, -4.802)
H (2.189, -2.256, -3.241)
H (5.167, -3.400, -0.052)

Results of the Mulliken charge analysis, in e, for atoms 1 through 5:
1 Ce -0.41
2 B 0.58
3 N -0.13
4 C -0.28
5 C -1.20

4.
Below is a molecular structure, C32H34BrCaGeN4O2 at a distorted geometry, with properties calculated with ωB97M-V with the def2-TZVPD basis set.

Properties
**Net charge**: -1
**Kohn-Sham gap**: 5.05 eV
**Total energy**: -6937.96256 hartree

Atoms and positions in Å:
Ca (0.207, -0.109, 0.185)
O (0.916, -0.972, -1.951)
C (0.408, -1.635, -2.918)
C (0.763, -1.470, -4.300)
C (0.298, -2.293, -5.317)
C (-0.580, -3.345, -5.033)
C (-1.005, -3.511, -3.741)
C (-0.561, -2.700, -2.670)
C (-1.147, -2.956, -1.360)
N (-0.902, -2.340, -0.245)
C (-1.639, -2.808, 0.956)
C (-0.927, -2.449, 2.330)
N (-0.354, -1.094, 2.380)
C (-0.672, -0.315, 3.362)
C (-0.329, 1.074, 3.624)
C (-0.966, 1.710, 4.708)
C (-0.728, 3.019, 5.075)
C (0.162, 3.777, 4.321)
C (0.782, 3.243, 3.208)
C (0.597, 1.851, 2.807)
O (1.157, 1.334, 1.791)
H (1.459, -0.672, -4.534)
H (0.641, -2.160, -6.340)
H (-0.911, -4.056, -5.784)
H (-1.705, -4.301, -3.481)
H (-1.898, -3.769, -1.434)
H (-1.805, -3.902, 0.972)
H (-2.637, -2.358, 0.992)
H (-0.139, -3.187, 2.549)
H (-1.686, -2.614, 3.108)
H (-1.363, -0.656, 4.149)
H (-1.639, 1.104, 5.307)
H (-1.210, 3.440, 5.952)
H (0.348, 4.811, 4.627)
H (1.435, 3.887, 2.617)
Br (5.287, -4.452, 3.603)
C (4.540, -3.106, 2.475)
C (5.339, -2.005, 2.168)
C (4.856, -0.997, 1.329)
C (3.591, -1.111, 0.727)
C (2.861, -2.316, 0.952)
C (3.261, -3.242, 1.921)
N (2.902, -0.100, 0.069)
C (3.439, 1.009, -0.366)
C (2.667, 2.116, -0.925)
C (3.217, 3.376, -1.310)
C (2.431, 4.312, -1.960)
C (1.098, 4.014, -2.214)
C (0.606, 2.793, -1.757)
N (1.343, 1.914, -1.083)
H (6.330, -1.933, 2.620)
H (5.441, -0.098, 1.171)
H (1.969, -2.447, 0.367)
H (2.659, -4.101, 2.233)
H (4.519, 1.164, -0.342)
H (4.238, 3.591, -1.035)
H (2.846, 5.282, -2.230)
H (0.432, 4.694, -2.739)
H (-0.410, 2.495, -1.943)
C (-4.312, -0.921, -1.024)
Ge (-3.462, 0.880, -1.021)
C (-4.972, 2.094, -0.407)
C (-3.035, 1.355, -2.922)
C (-1.974, 1.254, 0.176)
H (-5.186, -0.874, -1.675)
H (-4.629, -1.137, 0.001)
H (-3.632, -1.707, -1.366)
H (-5.836, 1.990, -1.059)
H (-4.615, 3.118, -0.483)
H (-5.249, 1.850, 0.621)
H (-3.834, 1.024, -3.584)
H (-2.092, 0.880, -3.196)
H (-2.967, 2.434, -3.019)
H (-2.348, 1.030, 1.186)
H (-1.687, 2.298, 0.130)

Results of the Mulliken charge analysis, in e, for atoms 1 through 5:
1 Ca 2.14
2 O -0.28
3 C -0.30
4 C -0.76
5 C -0.48

5.
Below is a molecular structure, C32H34BrN8O7P2S3Ti, with properties calculated with ωB97M-V with the def2-TZVPD basis set.

Properties
**Multiplicity**: 2
**Kohn-Sham gap (alpha / beta)**: 6.31 / 6.38 eV
**Total energy**: -7505.79872 hartree

Atoms and positions in Å:
Ti (-0.203, -0.075, 0.365)
S (5.348, -1.921, -4.880)
N (5.483, -1.450, -3.342)
C (4.253, -1.294, -2.880)
C (3.895, -0.881, -1.538)
C (4.830, -0.657, -0.527)
C (4.378, -0.290, 0.717)
C (3.011, -0.103, 0.913)
N (2.117, -0.276, -0.052)
C (2.540, -0.710, -1.248)
C (1.504, -1.044, -2.227)
N (0.229, -0.971, -1.811)
C (-0.728, -1.291, -2.672)
C (-0.477, -1.690, -3.981)
C (0.826, -1.775, -4.415)
C (1.845, -1.455, -3.521)
C (3.252, -1.556, -3.854)
N (3.742, -1.905, -5.032)
H (5.882, -0.797, -0.738)
H (5.049, -0.144, 1.551)
H (2.621, 0.186, 1.879)
H (-1.733, -1.228, -2.283)
H (-1.308, -1.939, -4.627)
H (1.078, -2.094, -5.418)
S (-1.500, 0.404, 2.378)
C (-1.693, 2.149, 2.238)
C (-2.825, 2.810, 2.705)
C (-2.931, 4.190, 2.607)
C (-1.892, 4.927, 2.049)
C (-0.753, 4.277, 1.591)
C (-0.640, 2.892, 1.673)
S (0.813, 2.063, 1.110)
H (-3.628, 2.230, 3.145)
H (-3.822, 4.688, 2.969)
H (-1.967, 6.004, 1.970)
H (0.064, 4.843, 1.161)
C (-0.959, -4.635, -0.010)
C (-1.380, -3.825, 1.210)
O (-2.053, -4.696, 2.110)
P (-2.566, -2.533, 0.704)
O (-3.337, -1.995, 1.973)
O (-3.698, -3.353, -0.055)
O (-1.981, -1.446, -0.136)
P (0.126, -3.070, 1.973)
O (-0.555, -2.575, 3.361)
O (1.209, -4.032, 2.223)
O (0.398, -1.869, 1.081)
H (-1.821, -5.148, -0.435)
H (-0.217, -5.368, 0.305)
H (-0.510, -3.991, -0.769)
H (-2.048, -4.272, 2.979)
H (-2.960, -1.119, 2.270)
H (-4.586, -3.137, 0.252)
H (0.095, -2.641, 4.072)
Br (4.533, -2.248, 4.013)
C (3.197, -1.216, 4.906)
C (3.313, -1.031, 6.277)
C (2.327, -0.277, 6.889)
C (1.296, 0.249, 6.123)
C (1.287, -0.003, 4.762)
N (2.233, -0.737, 4.160)
H (4.136, -1.461, 6.828)
H (2.366, -0.101, 7.957)
H (0.509, 0.843, 6.566)
H (0.504, 0.372, 4.113)
C (0.063, 2.604, -4.419)
C (0.944, 2.660, -3.190)
N (0.285, 1.987, -2.089)
C (-1.057, 1.806, -1.965)
N (-1.488, 1.171, -0.902)
C (-2.922, 1.298, -0.631)
C (-3.734, 1.103, -1.897)
C (-3.313, 2.152, -2.904)
N (-1.861, 2.255, -2.970)
C (-1.320, 3.090, -4.031)
H (-0.004, 1.578, -4.790)
H (0.477, 3.227, -5.212)
H (1.150, 3.706, -2.935)
H (1.906, 2.175, -3.373)
H (0.738, 2.025, -1.174)
H (-3.124, 2.287, -0.200)
H (-3.195, 0.566, 0.120)
H (-4.802, 1.197, -1.696)
H (-3.558, 0.099, -2.290)
H (-3.734, 3.126, -2.626)
H (-3.678, 1.914, -3.907)
H (-1.281, 4.143, -3.721)
H (-2.006, 3.028, -4.876)

Results of the Mulliken charge analysis, in e, for atoms 1 through 5:
1 Ti 0.86
2 S 0.11
3 N -0.71
4 C 0.72
5 C 0.77

6.
Below is 5 unconnected molecules or ions with the total composition C32H34Cl2N2O10P, with properties calculated with ωB97M-V with the def2-TZVPD basis set.

Properties
**Net charge**: +1
**Kohn-Sham gap**: 6.85 eV
**Total energy**: -3363.00761 hartree

Atoms and positions in Å:
C (-2.819, 4.006, 0.184)
C (-1.637, 4.196, 1.161)
C (-0.267, 3.831, 0.565)
N (0.574, 3.031, 1.508)
P (1.236, 1.609, 1.040)
C (2.294, 1.021, 2.349)
C (1.541, 0.373, 3.534)
O (2.063, 1.870, -0.289)
N (2.620, 3.422, -0.561)
O (2.598, 3.600, -1.659)
C (0.071, 0.249, 0.601)
Cl (-1.575, 0.831, 0.934)
C (0.311, -0.343, -0.813)
C (1.411, -1.411, -0.722)
Cl (-1.189, -1.044, -1.464)
H (-2.517, 3.494, -0.734)
H (-3.247, 4.971, -0.106)
H (-3.625, 3.429, 0.641)
H (-1.596, 5.246, 1.467)
H (-1.810, 3.604, 2.066)
H (-0.387, 3.282, -0.377)
H (0.302, 4.742, 0.344)
H (0.102, 2.932, 2.404)
H (2.975, 0.288, 1.891)
H (2.906, 1.870, 2.675)
H (2.218, 0.306, 4.387)
H (0.658, 0.937, 3.850)
H (1.216, -0.644, 3.303)
H (0.255, -0.546, 1.333)
H (0.598, 0.435, -1.518)
H (1.896, -1.554, -1.689)
H (2.188, -1.118, -0.001)
H (0.995, -2.362, -0.375)
C (-5.188, 3.562, -4.754)
C (-4.881, 2.694, -3.793)
C (-3.486, 2.532, -3.320)
O (-3.208, 1.742, -2.439)
C (-2.441, 3.368, -3.961)
C (-2.743, 4.236, -4.922)
C (-4.145, 4.404, -5.395)
O (-4.418, 5.197, -6.266)
H (-6.199, 3.700, -5.117)
H (-5.622, 2.070, -3.311)
H (-1.429, 3.224, -3.603)
H (-2.002, 4.858, -5.408)
C (5.173, 0.554, -0.193)
C (5.952, 1.233, -1.030)
C (7.434, 1.212, -0.876)
O (8.144, 1.832, -1.632)
C (7.996, 0.404, 0.240)
C (7.210, -0.271, 1.076)
C (5.739, -0.243, 0.922)
O (4.995, -0.837, 1.679)
H (4.094, 0.531, -0.270)
H (5.570, 1.822, -1.855)
H (9.075, 0.405, 0.326)
H (7.596, -0.862, 1.896)
C (-4.055, -2.184, 3.150)
C (-2.805, -1.733, 3.169)
C (-1.907, -1.975, 4.323)
O (-0.769, -1.540, 4.313)
C (-2.441, -2.746, 5.467)
C (-3.692, -3.202, 5.455)
C (-4.598, -2.958, 4.299)
O (-5.734, -3.374, 4.292)
H (-4.730, -2.022, 2.320)
H (-2.340, -1.166, 2.376)
H (-1.765, -2.911, 6.296)
H (-4.114, -3.768, 6.275)
C (-0.989, -5.195, -3.145)
C (-0.542, -4.612, -2.038)
C (0.098, -5.395, -0.953)
O (0.514, -4.836, 0.043)
C (0.216, -6.861, -1.134)
C (-0.235, -7.449, -2.239)
C (-0.870, -6.666, -3.333)
O (-1.274, -7.203, -4.339)
H (-1.458, -4.647, -3.953)
H (-0.605, -3.551, -1.839)
H (0.685, -7.409, -0.327)
H (-0.162, -8.517, -2.403)

Results of the Mulliken charge analysis, in e, for atoms 1 through 5:
1 C -0.89
2 C -0.49
3 C -0.62
4 N -0.21
5 P 0.67